No. 1
A cluster of 12 separate species, C27H58O22 in total, computed with ωB97M-V/def2-TZVPD.

Last column: Löwdin spin population.
Element x y z (Å)
C 21.075 1.640 -13.921  0.01
O 21.040 0.418 -14.766  0.00
H 22.048 1.676 -13.431  0.00
H 21.000 2.563 -14.496  0.00
H 20.339 1.600 -13.118  0.01
H 20.323 -0.163 -14.501  0.00
C 20.511 9.719 -14.913  0.00
O 19.287 10.162 -14.705  0.00
H 21.238 10.128 -15.615  0.00
H 20.969 9.627 -13.928  0.00
H 20.294 8.684 -15.175  0.00
H 18.813 9.357 -14.483  0.00
C 20.163 4.886 -9.068  0.05
O 20.328 5.860 -8.003  0.01
H 19.485 4.084 -8.775  0.03
H 19.825 5.418 -9.957  0.01
H 21.109 4.442 -9.376  0.00
H 19.465 6.248 -7.837  0.01
C 16.526 9.537 -8.767  0.02
O 17.735 8.874 -9.105  0.02
H 15.719 9.294 -9.459  0.01
H 16.039 9.055 -7.919  0.01
H 16.519 10.604 -8.543  0.00
H 17.533 7.938 -9.031  0.01
C 16.838 5.944 -7.525  0.11
O 16.732 6.063 -8.907  0.25
H 17.247 6.854 -7.086  0.00
H 15.814 5.771 -7.194  0.03
H 17.370 5.141 -7.015  0.02
H 16.269 5.289 -9.238  0.14
C 22.222 7.648 -11.921  0.00
O 23.066 8.795 -11.803  0.00
H 22.766 7.149 -12.722  0.00
H 22.045 7.032 -11.039  0.00
H 21.300 7.871 -12.458  0.00
H 23.006 9.005 -10.868  0.00
C 18.365 11.571 -11.461  0.00
O 17.980 10.173 -11.433  0.00
H 18.586 11.843 -12.493  0.00
H 17.589 12.160 -10.973  0.00
H 19.318 11.556 -10.931  0.00
H 17.739 9.904 -10.544  0.00
C 15.322 8.310 -17.994  0.00
C 14.018 8.905 -17.578  0.00
C 13.664 8.982 -16.163  0.00
O 13.375 10.326 -15.909  0.00
C 13.642 11.043 -17.021  0.00
O 13.506 12.270 -17.067  0.00
O 14.137 10.270 -17.938  0.00
H 15.192 7.228 -18.029  0.00
H 16.202 8.539 -17.393  0.00
H 15.522 8.507 -19.048  0.00
H 13.142 8.505 -18.088  0.00
H 14.507 8.681 -15.540  0.00
H 12.706 8.486 -16.012  0.00
C 26.906 4.164 -9.788  0.00
C 25.876 3.954 -10.967  0.00
C 25.181 2.640 -10.732  0.00
O 23.935 2.717 -11.426  0.00
C 23.672 4.005 -11.451  0.00
O 22.611 4.429 -11.758  0.00
O 24.731 4.748 -10.835  0.00
H 27.049 5.203 -9.489  0.00
H 27.914 3.824 -10.023  0.00
H 26.568 3.657 -8.885  0.00
H 26.389 4.272 -11.874  0.00
H 25.051 2.263 -9.717  0.00
H 25.743 1.922 -11.329  0.00
C 19.796 5.560 -13.309  0.01
C 18.302 5.708 -13.383  0.02
C 17.783 6.845 -12.585  0.02
O 16.730 7.324 -13.420  0.02
C 16.688 6.643 -14.516  0.01
O 15.690 6.624 -15.258  0.01
O 17.786 6.014 -14.674  0.00
H 20.147 5.427 -12.285  0.00
H 20.350 6.463 -13.564  0.00
H 20.256 4.769 -13.901  0.00
H 17.873 4.749 -13.095  0.04
H 18.504 7.657 -12.502  0.00
H 17.514 6.541 -11.573  0.02
C 16.329 3.078 -15.556  0.02
C 14.898 2.717 -15.908  0.01
C 14.118 3.808 -16.682  0.00
O 13.443 3.228 -17.706  0.00
C 13.842 1.900 -17.813  0.00
O 13.428 1.138 -18.612  0.00
O 14.852 1.713 -16.888  0.00
H 16.892 2.177 -15.313  0.00
H 16.339 3.772 -14.715  0.01
H 16.873 3.512 -16.394  0.00
H 14.187 2.401 -15.144  0.01
H 14.789 4.550 -17.115  0.00
H 13.483 4.523 -16.157  0.00
C 21.143 2.071 -20.771  0.00
C 20.501 3.204 -19.887  0.00
C 19.144 2.769 -19.305  0.00
O 19.229 3.321 -18.036  0.00
C 20.471 3.592 -17.719  0.00
O 20.724 4.080 -16.589  0.00
O 21.274 3.394 -18.741  0.00
H 22.115 2.450 -21.087  0.00
H 20.542 1.893 -21.662  0.00
H 21.205 1.162 -20.173  0.00
H 20.462 4.164 -20.403  0.00
H 19.137 1.688 -19.166  0.00
H 18.258 3.109 -19.842  0.00

For the HOMO-LUMO gap (spin up / spin down), the calculation gives 1.9 / 9.4 eV. The total energy comes out at -73978.1818 eV. Its multiplicity is 2. As for the net charge: -1. For the LUMO energy (spin up / spin down), the calculation gives 1.91 / 1.89 eV.


No. 2
A cluster of 2 separate species, ClHIOPS in total, computed with ωB97M-V/def2-TZVPD.

Last column: natural (NBO) charge in e.
Element x y z (Å)
O 1.107 -0.960 -1.765  -0.96
P 2.579 -1.085 -1.885  1.28
S -3.087 0.481 1.687  -0.21
Cl 3.274 0.088 -0.439  -0.32
I -1.216 1.899 1.530  0.08
H -2.658 -0.424 0.872  0.13

For the HOMO-LUMO gap, the calculation gives 7.8 eV. The total energy comes out at -42811.5011 eV. Its multiplicity is 1. As for the net charge: 0. For the LUMO energy, the calculation gives -1.10 eV. Its SMILES is O=PCl.SI.


No. 3
A cluster of 14 separate species, C38H104O14 in total, computed with ωB97M-V/def2-TZVPD.

Last column: Löwdin charge in e.
Element x y z (Å)
C -0.203 3.263 -5.508  -0.08
C 0.244 2.090 -4.667  -0.29
O -0.127 0.836 -5.239  -0.10
H -1.222 3.217 -5.897  0.07
H 0.390 3.341 -6.428  0.08
H -0.122 4.218 -4.985  0.07
H -0.263 2.212 -3.697  0.09
H 1.319 2.054 -4.492  0.10
H -1.059 0.912 -5.505  0.06
C 1.221 -3.310 -3.361  -0.08
C 0.934 -1.860 -3.652  -0.32
O 1.244 -1.640 -5.030  -0.10
H 0.523 -3.925 -3.929  0.08
H 1.036 -3.515 -2.302  0.04
H 2.253 -3.579 -3.577  0.08
H 1.551 -1.160 -3.079  0.09
H -0.130 -1.659 -3.484  0.10
H 0.947 -0.760 -5.308  0.04
C 5.577 -2.174 -0.796  -0.07
C 4.660 -1.836 0.368  -0.32
O 5.255 -0.809 1.164  -0.10
H 6.502 -2.562 -0.359  0.08
H 5.806 -1.281 -1.378  0.06
H 5.191 -2.936 -1.472  0.07
H 4.456 -2.693 1.013  0.10
H 3.741 -1.411 -0.054  0.09
H 4.494 -0.360 1.570  0.02
C -1.825 3.096 3.189  -0.08
C -0.350 2.856 3.446  -0.31
O -0.097 2.921 4.848  -0.08
H -2.054 4.097 3.558  0.09
H -2.409 2.426 3.824  0.01
H -2.099 2.971 2.143  0.07
H 0.234 3.648 2.960  0.10
H 0.029 1.927 3.005  0.09
H 0.731 3.385 4.988  0.09
C 3.414 1.139 -1.913  -0.05
C 4.593 1.424 -2.814  -0.50
C 4.355 0.873 -4.216  -0.04
O 4.775 2.826 -2.835  -0.04
H 3.209 0.068 -1.845  0.07
H 2.509 1.629 -2.281  0.06
H 3.572 1.455 -0.880  0.08
H 5.453 0.879 -2.401  0.13
H 4.259 -0.209 -4.267  0.08
H 5.205 1.151 -4.851  0.08
H 3.501 1.392 -4.658  0.07
H 5.570 3.050 -3.329  0.09
C -1.653 -0.348 3.573  -0.04
C -1.381 0.268 4.935  -0.48
C -2.594 1.063 5.428  -0.05
O -1.105 -0.779 5.853  -0.04
H -2.362 -1.172 3.632  0.08
H -0.693 -0.718 3.199  0.07
H -1.966 0.367 2.810  0.06
H -0.539 0.965 4.853  0.10
H -3.413 0.382 5.671  0.09
H -2.996 1.770 4.698  0.03
H -2.374 1.641 6.329  0.09
H -0.695 -0.389 6.632  0.10
C -4.811 -3.691 -0.507  -0.06
C -3.543 -2.899 -0.221  -0.49
C -3.232 -2.703 1.253  -0.04
O -2.413 -3.632 -0.748  -0.07
H -5.672 -3.124 -0.143  0.08
H -4.768 -4.654 0.004  0.09
H -4.939 -3.886 -1.574  0.08
H -3.610 -1.926 -0.729  0.11
H -2.312 -2.125 1.296  0.04
H -3.132 -3.692 1.699  0.09
H -4.018 -2.145 1.765  0.08
H -2.667 -3.838 -1.655  0.08
C 0.939 5.319 0.068  -0.05
C -0.061 4.369 -0.566  -0.45
C -0.917 5.081 -1.599  -0.05
O 0.614 3.268 -1.203  -0.09
H 0.443 6.254 0.337  0.09
H 1.744 5.596 -0.623  0.09
H 1.466 4.927 0.937  0.05
H -0.653 3.941 0.243  0.13
H -1.483 4.385 -2.224  0.07
H -0.316 5.649 -2.315  0.08
H -1.641 5.760 -1.146  0.08
H 1.253 3.636 -1.827  0.10
C -3.005 0.362 -3.483  -0.05
C -3.844 0.443 -4.750  -0.46
C -5.206 1.069 -4.545  -0.06
O -3.087 1.231 -5.696  -0.07
H -3.608 -0.160 -2.738  0.07
H -2.774 1.374 -3.143  0.08
H -2.045 -0.129 -3.638  0.07
H -3.947 -0.544 -5.222  0.14
H -5.824 0.581 -3.787  0.08
H -5.798 0.946 -5.458  0.08
H -5.118 2.126 -4.290  0.09
H -3.641 1.329 -6.481  0.10
C -0.008 -1.355 -0.007  -0.03
C -0.138 0.055 -0.559  -0.43
C -1.543 0.631 -0.476  -0.03
O 0.760 0.887 0.196  -0.10
H -0.547 -2.055 -0.641  0.07
H -0.380 -1.370 1.017  0.05
H 1.056 -1.598 0.003  0.08
H 0.280 0.072 -1.572  0.12
H -1.629 1.557 -1.041  0.07
H -1.870 0.712 0.563  0.07
H -2.252 -0.073 -0.921  0.05
H 0.813 1.766 -0.235  0.05
C 2.174 -4.792 -0.208  -0.06
C 2.175 -6.316 -0.220  -0.48
C 3.560 -6.924 -0.166  -0.06
O 1.505 -6.809 0.956  -0.06
H 1.151 -4.447 -0.049  0.07
H 2.668 -4.388 -1.092  0.07
H 2.775 -4.458 0.642  0.07
H 1.585 -6.692 -1.067  0.13
H 4.199 -6.727 -1.029  0.08
H 3.517 -8.010 -0.080  0.08
H 4.060 -6.530 0.722  0.08
H 0.602 -6.473 0.927  0.08
C 1.177 -3.123 3.227  -0.05
C 1.902 -2.377 4.337  -0.48
C 2.035 -3.264 5.573  -0.05
O 3.215 -1.969 3.936  -0.06
H 1.697 -4.030 2.911  0.08
H 1.172 -2.536 2.304  0.05
H 0.156 -3.318 3.554  0.08
H 1.323 -1.484 4.598  0.12
H 2.601 -4.166 5.347  0.08
H 1.046 -3.558 5.935  0.08
H 2.483 -2.756 6.428  0.08
H 3.027 -1.233 3.327  0.04
C -5.436 3.199 1.717  -0.07
C -6.230 2.392 0.713  -0.49
C -5.360 1.392 -0.053  -0.05
O -7.218 1.666 1.445  -0.05
H -6.087 3.796 2.360  0.08
H -4.684 3.838 1.253  0.08
H -4.918 2.563 2.445  0.08
H -6.691 3.138 0.054  0.14
H -4.418 1.872 -0.352  0.07
H -5.845 1.072 -0.974  0.07
H -5.053 0.594 0.620  0.08
H -7.926 1.411 0.845  0.09
C 4.298 1.404 3.597  -0.04
C 2.950 1.477 2.889  -0.45
C 2.951 2.748 2.019  -0.05
O 2.853 0.359 2.005  -0.09
H 4.494 2.225 4.284  0.08
H 5.116 1.256 2.891  0.08
H 4.328 0.497 4.213  0.08
H 2.140 1.435 3.624  0.13
H 2.025 2.821 1.443  0.04
H 3.781 2.612 1.326  0.09
H 3.078 3.649 2.619  0.09
H 2.112 0.512 1.389  0.06

For the HOMO-LUMO gap, the calculation gives 9.5 eV. The total energy comes out at -69756.6825 eV. Its multiplicity is 1. As for the net charge: 0. For the LUMO energy, the calculation gives 0.15 eV.


> net charge of number 1 (C27H58O22)?

-1


> Among the records above, which one has the lowest net charge?

C27H58O22


> What is the multiplicity in the third record?

1


Repeat the second record exactly.
A cluster of 2 separate species, ClHIOPS in total, computed with ωB97M-V/def2-TZVPD.

Last column: natural (NBO) charge in e.
Element x y z (Å)
O 1.107 -0.960 -1.765  -0.96
P 2.579 -1.085 -1.885  1.28
S -3.087 0.481 1.687  -0.21
Cl 3.274 0.088 -0.439  -0.32
I -1.216 1.899 1.530  0.08
H -2.658 -0.424 0.872  0.13

For the HOMO-LUMO gap, the calculation gives 7.8 eV. The total energy comes out at -42811.5011 eV. Its multiplicity is 1. As for the net charge: 0. For the LUMO energy, the calculation gives -1.10 eV. Its SMILES is O=PCl.SI.